No. 1
27
Properties=species:S:1:pos:R:3:forces:R:3:mulliken_charge:R:1 method="wB97M-V/def2-TZVPD" e_lumo_ev=-10.21 fmax_ev_per_a=4.77 e_above_lowest_kj_mol=326.0 molar_mass_da=143.23 energy_ha=-440.4048 total_charge=+2 homo_energy_ev=-18.94 gap_ev=8.73
C 1.8406 1.5458 -0.2413 -1.3775 -1.7163 3.1260 -1.5051
H 3.1855 -0.7074 -0.2968 -1.2389 -0.8395 0.9969 0.3598
H -1.0301 0.4370 2.4439 -0.1293 -0.6752 -0.0110 0.2869
H 2.6240 1.4112 -0.8743 2.1766 0.1343 -2.1336 0.4991
H -1.1278 2.6063 -0.1103 -0.7460 0.1615 0.1821 0.2837
H 2.8352 -0.4613 1.4013 -0.5297 1.0721 -0.5582 0.4744
H 1.4702 -0.4110 -2.2712 1.5822 -0.1941 -1.0255 0.4910
C 1.2382 0.0814 -0.1349 0.8459 -0.0994 -0.3441 0.8822
N 0.0534 0.1169 0.7474 -3.9034 1.7427 -2.1115 0.1776
H -1.5655 -1.8813 0.5803 -1.8391 -0.0089 -1.0866 0.2655
H 2.2403 2.0073 0.6958 -0.4871 -0.8286 -0.4731 0.3305
C -2.4860 -1.6580 -0.0827 3.6040 0.3744 -0.9670 -0.6642
H -2.8572 2.3662 -0.3967 0.3376 0.3033 0.2459 0.3075
H 0.7136 -0.2960 2.6197 -0.7616 0.0731 -0.5308 0.3184
N -2.6881 -0.1473 -0.0061 -2.6856 -2.2388 -0.4316 -0.2368
H -2.1854 -1.8090 -1.1598 -0.1933 -0.1517 1.1427 0.3087
H -3.7297 0.0355 -0.2582 2.2569 0.4862 0.6161 0.3574
H 2.1515 -1.8024 0.8824 -0.5548 -0.1496 -1.5076 0.4485
H 0.2625 -1.3930 -1.4643 -0.0499 -0.6040 0.0493 0.3213
N -1.9737 2.0370 0.0069 1.1444 1.3320 -0.6795 -0.2765
H -3.3221 -2.3269 0.0835 -0.4661 0.7412 0.6355 0.3428
C -0.1459 0.0148 1.9687 1.6069 0.3529 2.3003 -0.1483
C 2.3343 -0.7972 0.4654 2.1491 -0.2089 0.8464 -1.5925
C -1.7989 0.7663 0.0515 2.0197 -2.1776 0.9994 0.4872
C 0.7419 -0.4373 -1.5297 -0.7822 1.2449 2.4123 -1.4200
H 0.0297 0.3134 -1.8194 -0.7417 0.2954 -0.4938 0.4076
H 1.0925 2.1548 -0.6111 -1.2370 1.5785 -1.1989 0.4931

=====

No. 2
28
Properties=species:S:1:pos:R:3:forces:R:3:mulliken_charge:R:1 method="wB97M-V/def2-TZVPD" e_lumo_ev="-4.50 / -4.35" fmax_ev_per_a=5.61 e_above_lowest_kj_mol=390.3 molar_mass_da=174.21 energy_ha=-782.1157 total_charge=+1 homo_energy_ev="-11.86 / -12.50" gap_ev="7.36 / 8.15"
H 3.9756 -0.1434 0.7972 -1.5852 1.7021 -1.2446 0.3326
N -1.4755 0.2980 0.4241 1.7399 -0.5850 -1.5156 0.2315
H 0.0215 1.5542 1.2248 -0.2048 -0.0866 -0.9277 0.3670
H -1.4432 2.6539 -1.3400 -1.8400 -1.0829 -3.6520 0.4710
H -0.6532 -0.3964 2.1679 1.1451 0.1742 0.4866 0.4688
H -2.1924 0.7657 0.9150 -1.6161 0.3262 0.7166 0.3414
H 1.6127 -0.7515 1.6401 -0.4681 -0.3309 -1.6969 0.4383
N -0.0201 -1.6306 0.5736 2.6430 -0.4445 0.2636 0.2925
H -2.2345 0.5762 -1.5121 0.2742 -0.3084 -0.1465 0.3463
H 0.2790 -2.7684 -1.1078 -0.9657 0.7641 0.1529 0.3405
N -1.0575 -1.1727 -1.5259 0.8351 1.6642 -0.4273 -0.0788
C 3.3812 0.5902 0.0862 1.1211 0.7867 -0.8134 -0.8809
C -0.4157 1.3425 0.2210 1.7353 0.1554 -0.6391 -0.2245
P 1.9012 -0.0536 -0.8167 -0.9404 0.0986 2.0329 0.1769
H -1.3539 -2.8836 -0.5082 -0.5253 -0.4232 0.7974 0.3118
C -0.9092 -0.8517 1.2359 -3.5338 -1.9268 2.7398 -1.0887
H -1.7104 -1.6805 1.6471 0.6665 2.6241 -1.4903 0.2876
H -1.5638 3.0875 0.1972 0.4591 0.1861 -0.0679 0.3671
H -3.0025 -0.8566 -0.6782 2.4650 1.2781 -0.1651 0.3151
H 2.0465 -2.0271 0.6037 1.1190 -1.9845 -0.3205 0.6206
C -0.5582 -2.1756 -0.6332 1.7268 -1.4160 -1.0233 -0.8092
C 1.4028 -1.2151 0.6024 -1.5894 2.2432 0.8527 -0.8561
C -1.9588 -0.2832 -0.8969 -3.8856 -1.0234 0.1335 -0.6484
H 4.0746 0.9535 -0.7349 -0.4440 -0.6274 0.9805 0.3523
H -0.2601 -0.5910 -1.8041 -0.2632 -0.3487 -0.5511 0.3261
C -0.8628 2.6086 -0.5287 2.8252 2.2786 4.2812 -1.3800
H -0.0352 3.4651 -0.7304 -1.5376 -2.4624 0.7855 0.2881
H 3.0120 1.5856 0.4811 0.6441 -1.2308 0.4583 0.2911

=====

No. 3
33
Properties=species:S:1:pos:R:3:forces:R:3:mulliken_charge:R:1 method="wB97M-V/def2-TZVPD" smiles="[H]/N=C(/N)NCCCCc1nnn(P(C)O)[nH+]1" e_lumo_ev=-4.33 fmax_ev_per_a=2.78 molar_mass_da=246.23 energy_ha=-1076.5147 total_charge=+1 homo_energy_ev=-12.67 gap_ev=8.34
C 2.4904 -1.7477 1.7649 -1.0601 0.8824 -0.3924 -0.7075
N -4.1639 -0.8078 0.1710 0.4121 0.1098 -0.3550 -0.6432
H 1.6951 -0.9853 1.8192 0.0290 -0.2579 0.0244 0.0987
H -0.3196 -0.2603 0.6407 -0.3257 -0.0302 -0.2204 -0.1585
H 1.8959 2.8131 -1.1953 0.0238 -0.3323 0.2327 0.3646
H -1.1569 2.5179 -1.0112 0.1067 -0.3681 0.0995 0.4870
C -2.7538 -0.7306 -0.1188 -0.5515 -0.1866 -0.1565 0.3284
H -0.0982 3.6757 -0.2685 -0.0054 -0.1219 -0.1408 0.3597
H -1.1797 -1.5146 -0.7234 -0.0473 -0.2134 -0.0919 0.2691
C -1.0017 0.5519 0.9202 0.9920 0.1391 0.0700 -0.2531
H -1.2642 0.3427 1.9678 -0.0134 0.0230 -0.1716 0.4304
C 0.9867 2.2578 -1.4307 -1.4441 -0.1558 -0.7410 -0.7465
C -0.2093 2.6063 -0.4814 0.7873 0.6904 0.4637 -0.7098
H 0.6695 2.5710 -2.4306 0.2679 0.0141 0.0626 0.3393
H -2.8939 1.0828 0.5629 -0.0671 0.1312 -0.4361 0.3349
N 0.7471 -0.0960 -2.3785 -0.5373 -0.0885 -0.7025 -0.3211
N -2.1872 0.5492 0.0585 -0.3601 -0.2015 1.1752 -0.1484
P 2.7289 -2.3970 0.0532 1.9943 -1.8850 0.4439 0.1607
H -4.2899 -1.6765 0.6873 -0.0544 0.1061 0.0238 0.3056
N -2.1548 -1.7593 -0.5368 0.7638 -0.0303 0.0077 -0.6857
C -0.2039 1.8858 0.8801 -0.7186 -0.2216 -0.2121 -0.7246
C 1.1935 0.7845 -1.5130 0.9011 1.2352 0.6115 0.3091
H 1.1014 -3.6561 -0.7248 0.0201 -0.4258 0.2166 0.3579
H 2.4271 0.5802 0.1689 0.1652 -0.5926 0.1430 0.3834
N 1.1838 -1.2828 -1.9996 -0.5595 -0.1292 -0.5806 -0.4437
H -4.5927 -1.0091 -0.7328 -0.2610 0.1839 0.1811 0.3228
N 1.8761 -1.1415 -0.9502 0.3694 -0.2207 2.1736 0.7890
H -0.6318 2.5384 1.6468 0.0884 0.0927 -0.2157 0.4803
O 1.7679 -3.7175 -0.0154 -0.4208 1.4968 -0.4006 -0.4257
N 1.9397 0.1405 -0.6018 -0.6817 0.7460 -0.8681 -0.0888
H 2.1692 -2.5455 2.4400 0.2570 -0.1143 -0.2143 0.3755
H 0.8280 1.6935 1.2069 -0.1556 0.0790 0.0940 0.2107
H 3.4014 -1.2634 2.1242 0.0854 -0.3542 -0.1237 0.3492

=====

No. 4
26
Properties=species:S:1:pos:R:3:forces:R:3:mulliken_charge:R:1 method="wB97M-V/def2-TZVPD" smiles="CCC(C)C.C=CON" e_lumo_ev=0.96 fmax_ev_per_a=2.65 e_above_lowest_kj_mol=364.0 molar_mass_da=131.22 energy_ha=-406.7917 homo_energy_ev=-8.63 gap_ev=9.59
H 1.2321 2.6435 0.0497 0.3186 0.2425 -0.0737 0.4376
N -2.1144 -1.7476 1.5951 0.0784 0.2720 -0.0424 -0.5305
H -0.2643 1.3113 -1.9794 -0.1122 0.0268 -0.0024 0.2312
H 2.3105 -1.1603 1.1292 0.0967 -0.0107 0.0136 0.3879
H -2.0498 1.9140 0.5391 0.4275 0.1515 -0.2650 0.3736
C -1.8302 0.8994 0.8261 -1.9472 -0.8103 -0.2891 -0.9652
C 0.8053 1.1709 -2.1259 0.2606 -0.0923 0.1430 -1.4629
H 0.6497 -0.8149 1.5679 -0.1590 0.0622 0.0871 0.2896
H -1.4394 -2.5078 1.6561 -0.1607 0.1118 -0.1405 0.2370
H 0.9488 0.4498 -2.9298 -0.0036 -0.0223 -0.0869 0.3678
H -2.1928 0.0729 -1.1151 -0.0503 0.0404 -0.0427 0.4199
H -3.0379 -2.1245 1.8079 0.1741 -0.0022 -0.2121 0.2250
H 1.2318 2.1219 -2.4393 -0.0037 0.1256 -0.0783 0.4241
H 1.0876 -2.4087 0.9473 -0.0190 -0.1291 0.0755 0.3758
C 1.4546 0.6899 -0.8336 -0.6091 -2.3813 -0.1908 0.5764
O -2.1533 -1.4166 0.1995 -0.0355 -0.4572 0.1808 -0.1920
H 1.7344 1.3815 1.1974 0.0428 0.0551 0.1286 0.3171
H 1.6252 -1.4444 -1.2724 -0.0281 -0.1546 0.0099 0.4612
H 0.0008 1.4592 0.5802 2.6105 0.3212 -0.3335 -0.1719
C 1.2726 -1.3400 0.8499 0.0489 -0.0122 -0.1996 -1.4506
H 2.5380 0.6184 -0.9633 0.0449 0.1325 -0.1013 0.3596
C 1.1387 1.5959 0.3151 -2.4238 -0.0946 0.7545 -0.9205
H -0.0280 -1.0828 -0.8560 0.0254 0.2655 -0.0003 0.2757
C -2.0711 -0.0811 -0.0521 0.0321 0.5650 0.7978 -0.0066
H -1.8515 0.6818 1.8796 0.3525 -0.0556 0.1667 0.3927
C 1.0026 -0.8819 -0.5734 1.0390 1.8504 -0.2991 -0.4520

=====

No. 5
26
Properties=species:S:1:pos:R:3:forces:R:3:mulliken_charge:R:1 method="wB97M-V/def2-TZVPD" smiles="CCN(C)C(C)=O.CC" e_lumo_ev=0.88 fmax_ev_per_a=9.05 e_above_lowest_kj_mol=534.9 molar_mass_da=131.22 energy_ha=-406.7266 homo_energy_ev=-9.44 gap_ev=10.31
O 0.7799 -0.0136 -1.9255 -2.6616 1.3115 2.2854 -0.6466
C 0.0910 0.4382 -0.9559 1.1493 -3.1379 -2.3756 0.4967
H 2.6324 -1.6035 -0.2837 -2.0815 -0.1142 -3.8812 0.3557
H -3.1298 -0.7066 -1.7536 3.3885 0.2772 -0.3577 0.2329
H -3.1057 2.4276 1.1398 0.9745 -0.0102 0.4690 0.3928
H 3.1816 -0.4320 0.8086 0.6377 -2.6656 -0.0816 0.3515
H 1.7278 0.0951 0.1489 -1.3344 2.0467 0.2068 -0.5525
H 2.3801 -2.2615 2.7518 -0.0583 0.3800 -2.1982 0.2637
H 1.2450 -1.2391 1.8892 0.3898 -1.3551 -0.8189 0.1261
H 1.5549 -3.0983 1.3533 0.2627 2.1689 0.4897 0.2079
H -2.3007 2.2647 -1.1318 -6.1095 2.5547 -6.1750 0.6382
H -2.0645 -0.1000 -3.0517 1.0619 0.3469 0.6105 0.3084
H -1.6088 1.1539 1.6345 -2.5228 1.5043 -1.7986 0.1601
C -2.4275 1.6079 0.8438 -1.1916 -2.9816 0.1032 -0.7357
H 1.3639 1.8440 -0.2780 -0.0503 -0.5606 1.3125 0.3358
H -1.4182 -1.4053 -2.0245 1.3046 -2.4053 -0.1774 0.3463
H 0.5910 0.9556 1.1676 -1.2981 0.6793 2.0211 0.4511
H 3.8863 -2.1722 0.5165 1.2093 -0.4257 0.6482 0.4288
C -1.9127 -0.5162 -2.0386 -5.1501 3.1487 2.1108 -0.8587
C 0.9234 0.9252 0.1977 2.6273 -0.9171 -3.6556 -0.5259
C -1.7618 1.8144 -0.5229 4.5274 -4.5327 6.3075 -0.8361
C 1.9980 -2.0572 1.6556 -0.7999 -1.7379 2.5406 -0.4692
H -3.2814 0.7129 0.6094 2.5014 2.1399 0.9158 0.1695
H -1.0256 2.6776 -0.5459 0.7204 -1.8073 0.6124 0.3048
N -1.3248 0.2868 -0.8427 1.5522 2.8516 -2.6026 0.1268
C 3.0060 -1.5984 0.6382 0.9512 3.2412 3.4889 -1.0721

=====

No. 6
26
Properties=species:S:1:pos:R:3:forces:R:3:mulliken_charge:R:1 method="wB97M-V/def2-TZVPD" smiles="CCN(C)C(C)=O.CC" e_lumo_ev=0.86 fmax_ev_per_a=2.29 e_above_lowest_kj_mol=154.1 molar_mass_da=131.22 energy_ha=-406.8716 homo_energy_ev=-9.22 gap_ev=10.08
H 1.8845 -1.8886 -0.5899 -0.1104 0.2597 0.6476 0.0899
C -0.2468 0.1168 0.6757 0.9508 -0.1303 -0.5922 0.9886
N -1.3409 0.9513 0.6199 0.3489 0.8986 -1.2972 0.0654
C 2.0835 -2.9010 -0.2687 0.7162 -0.3362 -0.1574 -0.6586
H -2.5048 1.0620 -1.2309 0.7294 -0.1755 -0.2601 0.3471
H 1.4136 -3.2575 0.4944 -1.0769 0.1455 -0.2262 0.3048
C -2.3951 0.5473 -0.2839 -1.7305 -0.9912 1.1349 -1.1529
H 3.1546 -3.7999 -1.9324 0.0502 -0.0059 0.2232 0.2901
H -0.5750 3.6484 -0.8738 -0.1883 0.1208 -0.5699 0.2711
H 1.8366 -4.7822 -1.3803 -0.2088 -0.0113 -0.0375 0.2660
H 0.6311 1.2406 2.2377 0.2548 -0.5027 0.6883 0.4508
H -3.3882 0.6617 0.1809 0.2476 0.4690 0.2624 0.3713
H -2.2259 2.9128 -1.0506 -0.3919 -0.2515 -1.0519 0.3650
H 3.0071 -2.9646 0.3079 0.5145 0.2572 -0.4556 0.3894
H 1.5949 -3.3258 -2.3836 -0.5278 -0.0042 0.2823 0.3060
H -2.0099 4.1909 0.0464 0.0889 0.6550 -0.0873 0.3137
O -0.2172 -0.9750 0.1439 -0.5128 -0.1609 0.0831 -0.6081
H -1.8167 2.7270 1.6138 -0.4593 -0.2668 -0.1844 0.3253
H -2.3606 -0.5319 -0.3680 0.4168 -0.0471 -0.6130 0.3455
C 2.1334 -3.7468 -1.5360 0.8424 -0.4544 -0.3086 -0.9847
C -1.5097 3.3556 -0.4129 0.8034 -0.6776 1.6238 -1.0963
H -0.2354 2.6353 1.1891 0.7711 -0.0007 -0.2886 0.3242
C -1.1925 2.4066 0.7695 -0.8115 0.3665 1.2921 -0.5168
H 1.6306 1.2938 0.8978 -0.5454 -0.1040 -0.6441 0.3252
H 1.6817 -0.1722 1.7044 -0.6156 -0.4797 0.3414 0.3227
C 0.9670 0.5952 1.4297 0.4439 1.4275 0.1948 -1.4447